1.
Computed, not measured: 3 unconnected molecules or ions with the total composition C35H69BN6O2, with the ωB97M-V functional and the def2-TZVPD basis.

Summary:
- charge = 0
- lowest unoccupied orbital energy (eV) = -0.055
- SMILES = C=CC[C@]1(N)C(=O)N[C@](B(O)N(C)C)(c2ccccn2)[C@H]1CCCCCCCCC.CCN(CC)CC.CCN(CC)CC
- DFT total energy (eV) = -51119.6463

Each line ends with the Mulliken charge.
Atoms and positions in Å:
C  -0.7949  0.0860  2.0535  -0.80
C  -0.6818  0.7855  0.8123  -0.31
C  0.4954  0.4364  -0.2050  2.09
C  1.8059  1.3800  -0.0134  -0.24
N  2.4122  1.1967  1.3375  -0.29
C  1.5323  2.9777  -0.2190  -0.15
O  0.5089  3.6531  0.0546  -0.70
N  2.8201  3.4088  -0.7488  0.00
C  3.7513  2.3650  -1.3426  0.02
B  5.0477  2.5099  -0.3710  0.58
O  5.6355  3.7891  0.0330  -0.68
N  5.6850  1.2668  0.2057  0.38
C  5.6062  1.2617  1.7083  -0.88
C  7.0818  1.0678  -0.2884  -1.08
C  3.9203  2.7494  -2.9187  -0.10
C  5.2796  2.3697  -3.5277  -0.23
C  5.4754  2.7552  -5.0443  -0.55
C  4.1897  3.4221  -5.6341  -0.31
C  2.8847  3.6864  -4.8669  -0.37
N  2.7800  3.3586  -3.4903  -0.29
C  2.8086  1.0698  -1.2603  1.44
C  3.4292  -0.3974  -1.3911  -0.96
C  2.4725  -1.4122  -2.2336  0.18
C  2.2088  -0.9272  -3.7423  -0.70
C  0.7370  -0.3412  -4.0126  -0.61
C  -0.4638  -1.2921  -3.5399  0.15
C  -1.8777  -0.5650  -3.9036  -0.93
C  -3.0009  -0.8573  -2.7514  -0.52
C  -3.4267  0.4553  -1.9340  0.52
C  -4.4890  1.4013  -2.6910  -1.10
H  -0.0739  -0.7749  2.3213  0.21
H  -1.5476  0.3680  2.8671  0.12
H  -1.4610  1.6163  0.6510  0.32
H  0.8604  -0.6295  0.0604  -1.45
H  0.1281  0.4736  -1.2834  -0.42
H  2.8407  2.1218  1.5543  0.38
H  1.7001  1.0758  2.0733  0.35
H  2.9061  4.3619  -1.1196  0.32
H  5.1698  4.0724  0.8606  0.34
H  6.6676  1.2235  2.1249  0.36
H  5.0634  2.2251  2.0490  0.26
H  5.0018  0.3933  2.1362  0.13
H  7.6263  0.3188  0.3803  0.39
H  7.6202  2.0769  -0.2208  0.31
H  7.0869  0.6858  -1.3675  0.26
H  6.1307  1.8435  -2.9739  0.13
H  6.4319  2.5724  -5.6264  0.37
H  4.2242  3.7397  -6.7377  0.29
H  2.0035  4.1547  -5.4296  0.33
H  2.0794  1.2610  -2.1417  -0.37
H  3.5075  -0.8324  -0.3212  0.20
H  4.4837  -0.4365  -1.8325  0.26
H  1.5044  -1.6622  -1.6863  -0.35
H  3.0642  -2.4039  -2.2983  0.44
H  2.4735  -1.7693  -4.4894  0.38
H  2.9471  -0.0719  -4.0010  0.13
H  0.6361  -0.2451  -5.1636  0.48
H  0.6015  0.7386  -3.6182  0.16
H  -0.5021  -1.4640  -2.3992  -0.26
H  -0.3880  -2.2913  -4.0857  0.47
H  -2.3106  -0.9645  -4.8858  0.33
H  -1.7706  0.5758  -3.9325  0.34
H  -2.6145  -1.6230  -1.9848  0.08
H  -3.9552  -1.3180  -3.1994  0.44
H  -3.8946  0.1108  -0.9403  0.03
H  -2.5095  1.0856  -1.6539  -0.20
H  -5.0179  0.8592  -3.5544  0.30
H  -3.9110  2.3189  -3.0633  0.28
H  -5.3261  1.7392  -1.9754  0.29
C  -0.5117  -6.9943  0.2768  -1.40
C  0.4984  -6.1309  1.0221  -0.39
N  0.3244  -4.6986  0.8018  0.28
C  1.4495  -3.8997  1.2834  0.53
C  1.7233  -3.8923  2.7862  -1.35
C  -0.9971  -4.1561  1.1021  -0.17
C  -1.5351  -4.3390  2.5205  -1.16
H  -0.5012  -6.7785  -0.7948  0.33
H  -0.2632  -8.0511  0.4082  0.44
H  -1.5284  -6.8515  0.6517  0.28
H  1.4921  -6.4222  0.6659  0.43
H  0.4619  -6.3844  2.0897  0.29
H  1.3302  -2.8648  0.9418  -0.81
H  2.3554  -4.2558  0.7775  0.45
H  0.9992  -3.2813  3.3253  0.25
H  2.7089  -3.4573  2.9765  0.45
H  1.7241  -4.8961  3.2162  0.34
H  -1.7166  -4.6039  0.4078  0.44
H  -1.0173  -3.0889  0.8529  -0.18
H  -1.3710  -5.3475  2.9065  0.28
H  -2.6144  -4.1606  2.5291  0.42
H  -1.0919  -3.6243  3.2154  0.25
C  -4.5925  1.8664  5.9691  -1.45
C  -4.6094  2.3315  4.5183  -0.31
N  -5.0292  1.3004  3.5742  0.24
C  -4.7770  1.6581  2.1799  -0.32
C  -5.5371  2.8520  1.6053  -1.22
C  -6.3240  0.6785  3.8330  -0.67
C  -7.5505  1.5880  3.8942  -1.01
H  -3.9714  0.9750  6.0909  0.31
H  -4.1777  2.6533  6.6050  0.44
H  -5.5965  1.6456  6.3403  0.30
H  -3.5883  2.6396  4.2697  0.42
H  -5.2349  3.2305  4.4417  0.26
H  -4.9598  0.7850  1.5433  0.39
H  -3.7037  1.8588  2.0729  -0.05
H  -6.5794  2.6067  1.4019  0.26
H  -5.0890  3.1465  0.6518  0.44
H  -5.5038  3.7242  2.2616  0.30
H  -6.2585  0.1355  4.7823  0.40
H  -6.5043  -0.1066  3.0903  0.36
H  -7.3718  2.4977  4.4715  0.25
H  -8.3774  1.0567  4.3749  0.38
H  -7.8937  1.8702  2.8980  0.28

2.
Computed, not measured: a molecular structure, C35H69ClI2N2O4P, with the ωB97M-V functional and the def2-TZVPD basis.

Summary:
- charge = +1
- lowest unoccupied orbital energy (eV) = -5.819
- DFT total energy (eV) = -86585.6178
- ΔE to the lowest compared entry with this formula, charge and spin (kcal/mol) = 0.00

Each line ends with the Mulliken charge.
Atoms and positions in Å:
C  2.7286  -4.9886  0.4849  -2.04
C  2.2591  -3.8645  -0.4492  0.52
C  1.3373  -4.4432  -1.5430  -0.58
C  2.2891  -5.0098  -2.6263  -1.78
C  0.1283  -3.6436  -2.1614  5.08
C  -0.5613  -4.6062  -3.2080  -1.63
C  -0.0886  -5.0573  -4.6208  0.07
C  -1.2037  -4.9072  -5.6570  -1.31
Cl  0.2751  -6.8465  -4.6096  -0.24
C  0.4279  -2.1632  -2.6406  -0.79
I  0.1774  -1.8069  -4.9164  -0.08
C  1.8716  -1.6039  -2.5252  -1.03
C  2.3476  -0.6464  -1.4182  -1.56
C  1.5691  0.6590  -1.2350  0.44
C  2.3568  1.6280  -0.3226  -1.28
C  1.7741  1.8178  1.0785  -0.44
C  0.4961  2.6503  1.0929  -0.25
O  -0.2470  2.3817  2.2713  -0.38
C  -1.6293  2.6611  2.1128  -0.56
O  -0.5548  -1.3297  -2.0840  -0.03
C  -1.6836  -2.0531  -1.6183  -1.05
I  -2.6829  -0.8355  -0.0336  0.01
C  -2.9581  -2.0672  -2.5348  -1.74
N  -2.9410  -2.5336  -3.9068  -0.01
C  -3.3255  -1.4900  -4.8623  -1.31
C  -1.0407  -3.3691  -1.0808  3.26
C  -0.4824  -3.2112  0.3932  -2.44
C  0.3549  -2.0354  0.9032  -0.01
C  1.1058  -2.4166  2.1769  -0.79
O  0.1437  -2.5941  3.2156  -0.56
P  -2.3757  -4.6887  -0.6064  -0.42
C  -1.4255  -6.2116  -0.1788  -1.12
C  -3.3625  -5.3739  -2.0261  0.48
C  -4.8015  -5.6699  -1.5538  -1.50
H  1.9283  -5.2454  1.1909  0.42
H  2.9517  -5.9046  -0.0653  0.35
H  3.5883  -4.6861  1.0836  0.43
H  3.1515  -3.4276  -0.9057  0.82
H  1.8302  -3.0832  0.1600  -1.00
H  0.8554  -5.3113  -1.0835  0.45
H  2.0103  -6.0103  -2.9344  0.29
H  3.2995  -5.0949  -2.2185  0.59
H  2.3578  -4.3737  -3.5078  0.20
H  -1.5199  -4.1452  -3.4040  -0.77
H  -0.7225  -5.5273  -2.6533  0.63
H  0.8083  -4.5682  -4.9779  0.42
H  -1.6984  -3.9447  -5.5574  0.08
H  -1.9542  -5.6860  -5.4870  0.40
H  -0.8100  -5.0573  -6.6616  0.42
H  2.1363  -1.0866  -3.4413  0.76
H  2.5227  -2.4761  -2.5117  0.18
H  2.4971  -1.1458  -0.4584  0.51
H  3.3584  -0.3636  -1.7378  0.58
H  0.5846  0.4606  -0.8037  -0.14
H  1.4255  1.1185  -2.2162  0.52
H  2.4812  2.6024  -0.8065  0.39
H  3.3695  1.2281  -0.2026  0.52
H  1.5929  0.8624  1.5787  0.03
H  2.5250  2.3431  1.6822  0.38
H  -0.1098  2.4303  0.2050  0.50
H  0.7669  3.7188  1.0831  0.16
H  -1.7645  3.6041  1.5667  0.35
H  -2.0665  2.7401  3.1089  0.28
H  -2.1246  1.8582  1.5649  -0.02
H  -3.6911  -2.6315  -1.9454  0.40
H  -3.3426  -1.0436  -2.5427  0.83
H  -3.6150  -3.2784  -4.0217  0.39
H  -2.6205  -0.6638  -4.8227  0.47
H  -3.3151  -1.9124  -5.8695  0.35
H  -4.3409  -1.1151  -4.6724  0.35
H  -1.3320  -3.2978  1.0759  1.04
H  0.1128  -4.1105  0.5783  -0.27
H  1.0747  -1.6633  0.1863  -1.31
H  -0.2463  -1.1868  1.2110  0.75
H  1.7794  -1.5943  2.4488  0.38
H  1.6969  -3.3309  2.0445  0.28
H  0.4777  -3.2225  3.8611  0.35
H  -1.1391  -6.8047  -1.0488  0.31
H  -2.1176  -6.8124  0.4189  0.50
H  -0.5655  -6.0034  0.4541  0.20
H  -2.9083  -6.3117  -2.3614  0.54
H  -3.3739  -4.7321  -2.8984  -0.36
H  -5.1232  -4.9718  -0.7784  0.34
H  -4.8478  -6.6649  -1.1025  0.39
H  -5.5053  -5.6610  -2.3865  0.43
C  -0.0377  5.3818  3.5764  -2.02
C  1.2154  6.2049  3.9171  1.97
C  1.1208  6.8680  5.3085  -1.35
C  0.1577  8.0441  5.3935  -0.44
C  0.4472  9.0848  4.3208  -1.21
C  0.4320  8.5191  2.8871  1.32
N  1.4161  7.3643  2.9655  0.90
O  2.5269  7.6248  2.6991  -0.41
C  -0.9725  8.0723  2.4720  -1.59
C  0.9380  9.5329  1.8740  -1.76
C  2.4331  5.2946  3.8430  -1.93
H  -0.2855  5.4479  2.5176  0.33
H  0.1384  4.3273  3.7789  0.58
H  -0.9135  5.6795  4.1495  0.40
H  2.1223  7.1960  5.6016  0.44
H  0.8272  6.0726  5.9941  0.38
H  -0.8774  7.7037  5.3300  0.32
H  0.2625  8.5100  6.3736  0.41
H  -0.2924  9.8857  4.3368  0.42
H  1.4237  9.5428  4.5050  0.41
H  -0.9558  7.5524  1.5145  0.40
H  -1.5790  8.9679  2.3554  0.46
H  -1.4666  7.4390  3.1999  0.30
H  1.8991  9.9611  2.1508  0.42
H  0.2102  10.3395  1.8226  0.43
H  1.0278  9.0888  0.8826  0.46
H  2.5728  4.9020  2.8347  0.43
H  2.2518  4.4562  4.5114  0.48
H  3.3504  5.7896  4.1558  0.48